No. 1
{"formula": "C4H17NO8", "method": "the ωB97M-V functional and the def2-TZVPD basis", "symbols": ["O", "C", "C", "C", "N", "C", "O", "O", "H", "H", "H", "H", "H", "H", "H", "H", "H", "O", "H", "H", "O", "H", "H", "O", "H", "H", "O", "H", "H", "O"], "positions_angstrom": [[3.13483, 0.54506, -1.86259], [2.48440, -0.04455, -1.03974], [1.01619, 0.35977, -0.97875], [0.89202, 1.89039, -1.14777], [0.30205, -0.10333, 0.20245], [0.87893, 0.19681, 1.39085], [0.12282, -0.24590, 2.44083], [1.94822, 0.71508, 1.61726], [2.85009, -0.84731, -0.39900], [0.60656, -0.14651, -1.85966], [0.91742, 2.26475, -2.16381], [1.75321, 2.37570, -0.68349], [-0.06927, 2.20254, -0.71229], [-0.69432, -0.25370, 0.17983], [0.64279, -0.09580, 3.24192], [-2.52881, -1.43251, 3.95864], [-1.76991, -0.39531, 2.93144], [-2.59139, -0.64238, 3.39703], [-1.39500, -3.02033, -1.77814], [-1.01918, -2.03123, -0.61746], [-0.68179, -2.49302, -1.41000], [2.69428, 3.86307, 2.13810], [2.81816, 2.30121, 2.21462], [3.23364, 3.11268, 1.87714], [-3.05161, -0.37024, -0.02699], [-2.99029, -1.69680, 0.74263], [-2.47496, -1.09758, 0.18750], [-2.04454, -2.37821, -3.80458], [-2.33160, -0.88605, -4.27001], [-2.65290, -1.64627, -3.76595]], "forces_ev_per_angstrom": [[0.691, -0.579, 0.311], [-0.792, 0.999, -0.636], [-0.293, 0.453, -0.478], [-0.029, 0.100, 0.174], [1.372, 0.442, 0.361], [-0.622, -0.651, 0.712], [-0.382, -0.038, -0.100], [0.169, -0.145, -0.633], [0.239, -0.283, 0.113], [-0.289, -0.089, 0.272], [-0.081, -0.427, -0.372], [-0.351, 0.061, 0.420], [0.428, 0.095, 0.012], [-0.034, -0.180, 0.102], [0.028, 0.121, -0.086], [0.640, 0.564, -0.581], [-0.181, -0.824, 0.647], [-0.551, 0.151, -0.086], [-0.187, 0.203, 0.361], [-0.181, -0.591, -0.866], [0.571, 0.082, 0.283], [-0.095, -0.168, 0.118], [-0.005, 0.469, -0.293], [0.210, -0.048, 0.088], [-0.430, 0.317, -0.147], [0.084, 0.257, 0.117], [0.112, -0.356, 0.285], [0.586, 0.138, -0.378], [0.284, -0.631, 0.117], [-0.912, 0.559, 0.162]], "mulliken_charge": [-0.509, -0.171, 0.307, -1.330, 0.016, 0.351, -0.479, -0.719, 0.365, 0.358, 0.337, 0.345, 0.377, 0.414, 0.312, 0.292, 0.428, -0.642, 0.262, 0.330, -0.623, 0.294, 0.384, -0.618, 0.238, 0.266, -0.576, 0.303, 0.309, -0.619], "e_tot_ha": -819.2970, "molar_mass_g_mol": 207.18, "de_lowest_kj_mol": 139.5, "smiles": "C[C@@H](C=O)NC(=O)O.O.O.O.O.O", "spin_multiplicity": 1, "orbital_gap_ev": 9.8}


No. 2
{"formula": "C3H4O3", "method": "the ωB97M-V functional and the def2-TZVPD basis", "symbols": ["O", "C", "O", "C", "C", "O", "H", "H", "H", "H"], "positions_angstrom": [[2.73914, -0.05989, -0.35000], [1.60392, -0.03206, -0.34583], [0.64150, 2.56664, 0.01237], [-0.51313, 2.22872, -0.04005], [-0.58961, -2.20544, 0.21462], [0.54000, -2.59627, 0.07025], [-1.33503, 2.91956, 0.22691], [-0.80944, 1.20836, -0.35392], [-0.82124, -1.13778, 0.40059], [-1.45611, -2.89184, 0.16506]], "forces_ev_per_angstrom": [[-1.334, 0.032, 0.006], [1.449, -0.038, -0.044], [-0.571, -0.079, -0.008], [0.328, 0.169, 0.039], [0.315, -0.180, -0.045], [-0.568, 0.103, 0.079], [0.090, -0.021, -0.033], [0.094, 0.105, 0.024], [0.096, -0.110, -0.035], [0.101, 0.019, 0.017]], "mulliken_charge": [-0.186, 0.137, -0.370, 0.033, 0.083, -0.366, 0.274, 0.084, 0.045, 0.266], "e_tot_ha": -342.3582, "molar_mass_g_mol": 88.06, "de_lowest_kj_mol": 256.7, "spin_multiplicity": 1, "orbital_gap_ev": 10.9}


No. 3
{"formula": "C20H27ClN4OP", "method": "the ωB97M-V functional and the def2-TZVPD basis", "symbols": ["O", "P", "Cl", "C", "C", "C", "C", "N", "C", "H", "H", "H", "H", "H", "H", "H", "H", "H", "H", "H", "H", "N", "C", "C", "C", "C", "C", "H", "H", "H", "H", "H", "N", "C", "C", "C", "C", "C", "H", "H", "H", "H", "H", "N", "C", "C", "C", "C", "C", "H", "H", "H", "H", "H"], "positions_angstrom": [[-4.04731, -1.71716, 1.17690], [-3.95547, -1.56845, -0.48066], [-2.55280, -2.99970, -0.87165], [-2.82011, -0.09156, -0.53597], [-3.70331, 1.18930, -0.42820], [-3.58662, 2.03226, 0.86405], [-2.28792, 1.86268, 1.63137], [-2.07306, 0.38382, 1.77916], [-1.66325, -0.18676, 0.46398], [-4.94908, -1.51168, 1.47094], [-2.35146, -0.11168, -1.52078], [-4.74790, 0.87367, -0.48827], [-3.53921, 1.81825, -1.29965], [-3.71371, 3.09084, 0.64901], [-4.39869, 1.75541, 1.54135], [-1.42391, 2.27885, 1.12011], [-2.39432, 2.29422, 2.62512], [-2.96869, -0.04594, 2.02933], [-1.39716, 0.16031, 2.50801], [-1.36797, -1.22121, 0.62521], [-0.78980, 0.36379, 0.12058], [3.01842, -1.94029, -1.18911], [3.35940, -0.79011, -1.76384], [2.43890, 0.10925, -2.28523], [1.09353, -0.20959, -2.20688], [0.72507, -1.40802, -1.61345], [1.72393, -2.23601, -1.12236], [4.42187, -0.58103, -1.81349], [2.77463, 1.02723, -2.74710], [0.34791, 0.46176, -2.61877], [-0.31153, -1.70837, -1.52923], [1.47553, -3.18478, -0.65759], [-2.62689, 4.85116, 3.99785], [-3.17331, 5.49842, 2.96802], [-2.54352, 6.52050, 2.27536], [-1.27346, 6.90344, 2.67911], [-0.69347, 6.24788, 3.75300], [-1.40690, 5.23319, 4.37477], [-4.17383, 5.18089, 2.69070], [-3.04024, 7.00747, 1.44737], [-0.74928, 7.70179, 2.17056], [0.29110, 6.51774, 4.10893], [-0.98416, 4.70414, 5.22170], [4.14600, -5.19321, -3.26111], [4.82196, -6.12603, -3.92817], [5.96399, -6.74362, -3.43987], [6.43286, -6.37134, -2.19044], [5.74050, -5.40055, -1.48479], [4.60721, -4.84419, -2.06014], [4.42834, -6.39205, -4.90313], [6.47016, -7.49721, -4.02745], [7.32125, -6.82952, -1.77528], [6.06956, -5.07632, -0.50674], [4.03622, -4.08192, -1.54313]], "forces_ev_per_angstrom": [[-0.109, 0.565, 0.121], [0.018, 0.146, -0.095], [-0.104, -0.217, 0.097], [0.099, 0.099, 0.152], [0.054, 0.013, 0.146], [0.045, -0.227, -0.041], [-0.465, -0.012, 0.235], [0.011, 0.369, -0.172], [-0.085, -0.248, -0.209], [0.082, -0.437, -0.063], [-0.127, -0.070, -0.095], [-0.055, 0.103, -0.196], [0.123, 0.011, -0.010], [-0.073, 0.012, -0.054], [-0.015, 0.074, 0.060], [0.093, -0.028, 0.053], [0.186, 0.118, 0.006], [0.117, -0.252, 0.162], [0.053, 0.027, -0.036], [0.039, -0.021, -0.008], [0.047, 0.051, 0.115], [-0.049, 0.069, 0.047], [0.023, -0.010, -0.003], [-0.004, -0.017, 0.012], [-0.032, 0.018, -0.013], [0.016, 0.063, 0.037], [-0.002, -0.009, 0.027], [-0.004, 0.016, -0.004], [0.006, -0.004, -0.008], [0.006, -0.013, -0.011], [0.072, -0.022, -0.127], [-0.013, -0.006, -0.022], [0.070, -0.095, -0.138], [-0.065, -0.074, -0.003], [0.026, 0.006, 0.012], [0.004, -0.007, -0.001], [-0.010, 0.011, -0.006], [-0.010, -0.019, 0.035], [-0.007, 0.041, -0.016], [-0.015, 0.010, 0.014], [0.001, 0.001, 0.001], [-0.002, -0.002, 0.010], [0.015, 0.011, -0.002], [-0.002, -0.007, 0.003], [-0.016, 0.014, -0.008], [0.008, 0.000, 0.009], [0.004, 0.002, -0.002], [0.005, -0.004, -0.011], [-0.071, -0.052, -0.036], [0.014, -0.014, -0.001], [-0.004, 0.002, -0.008], [0.001, -0.001, 0.000], [-0.008, 0.003, 0.003], [0.110, 0.012, 0.045]], "mulliken_charge": [-0.552, 0.183, -0.173, 0.381, -0.945, -0.579, -0.723, 0.064, -1.437, 0.357, 0.464, 0.328, 0.337, 0.388, 0.367, 0.301, 0.518, 0.326, 0.413, 0.657, 0.321, -0.471, -0.337, -0.475, -0.229, -0.125, -0.188, 0.353, 0.389, 0.415, 0.255, 0.404, -0.567, -0.281, -0.375, -0.222, -0.356, -0.228, 0.503, 0.384, 0.395, 0.383, 0.382, -0.490, -0.204, -0.356, -0.261, -0.584, 0.186, 0.360, 0.354, 0.380, 0.354, 0.253], "e_tot_ha": -1873.9112, "molar_mass_g_mol": 405.89, "spin_multiplicity": 1, "total_charge": 1, "orbital_gap_ev": 7.9}